(1)
111
Properties=species:S:1:pos:R:3:forces:R:3 method="wB97M-V/def2-TZVPD" largest_force_ha_per_bohr=0.023 homo_energy_ev=-16.26 charge=+3
Ti 1.1538 -0.2274 0.4866 0.502 0.706 -0.821
C 4.7920 -1.0456 -0.5384 0.021 -0.046 0.050
C 4.2108 -2.0127 0.4433 0.031 -0.025 -0.109
C 4.9470 -3.1733 0.7257 -0.073 -0.015 0.079
C 4.5118 -4.0564 1.6834 0.078 0.003 -0.104
C 3.3417 -3.7587 2.3752 -0.142 0.074 0.005
C 2.6576 -2.6112 2.0480 0.158 -0.162 -0.071
N 3.0617 -1.7471 1.0740 -0.181 0.151 -0.115
C 1.5263 -2.1203 2.8549 0.046 -0.032 0.118
C 1.0106 -2.6603 4.0263 -0.025 0.028 -0.088
C 0.1768 -1.8623 4.8009 0.034 -0.041 -0.031
C -0.0208 -0.5239 4.4725 -0.013 0.126 -0.029
C 0.5102 -0.0619 3.2816 -0.024 -0.174 0.127
N 1.1443 -0.9081 2.4570 -0.242 -0.154 0.348
C 0.7758 1.3396 2.8893 0.057 0.304 0.154
C 0.4983 2.4198 3.6904 -0.141 -0.180 -0.027
C 1.1627 3.6231 3.4502 0.098 0.037 -0.103
C 2.1218 3.6686 2.4636 -0.083 -0.013 0.095
C 2.3390 2.5548 1.6480 0.010 0.067 -0.150
C 3.4341 2.5779 0.6316 -0.031 0.052 0.055
N 1.6211 1.4333 1.8127 -0.218 0.044 0.000
H 5.6566 -0.5556 -0.0840 -0.017 0.009 0.009
H 5.1592 -1.5752 -1.4177 -0.035 0.028 -0.030
H 4.0782 -0.2928 -0.8465 0.040 0.040 -0.029
H 5.8722 -3.3437 0.1919 -0.002 -0.003 -0.004
H 5.0773 -4.9503 1.9111 -0.011 0.004 0.010
H 2.9903 -4.4068 3.1658 -0.003 0.005 -0.012
H 1.2795 -3.6542 4.3537 0.018 0.016 0.025
H -0.2445 -2.2583 5.7157 0.006 0.015 0.007
H -0.5343 0.1342 5.1585 0.027 0.011 -0.009
H -0.1750 2.3222 4.5312 0.011 -0.007 -0.005
H 0.9715 4.4846 4.0767 0.006 0.005 -0.008
H 2.7205 4.5564 2.3089 0.019 -0.016 0.008
H 3.3065 3.3972 -0.0786 -0.042 -0.034 -0.020
H 4.3797 2.7592 1.1464 0.009 -0.032 0.005
H 3.5111 1.6319 0.1011 0.103 0.032 0.009
N 0.3779 -2.2039 0.0460 0.123 0.000 -0.242
C 1.2205 -3.1458 -0.6928 0.078 -0.152 -0.194
C 1.2559 -4.4691 -0.2840 -0.101 0.039 0.155
C 2.0021 -5.4020 -0.9847 0.045 -0.007 -0.030
C 2.7199 -5.0001 -2.1009 0.002 0.023 -0.044
C 2.6705 -3.6797 -2.5110 -0.033 0.001 -0.024
C 1.9110 -2.7250 -1.8280 0.001 0.048 0.069
C 1.8927 -1.3244 -2.3051 -0.042 -0.077 0.172
C 2.0237 -1.0862 -3.6730 0.001 0.033 0.005
C 2.1495 0.2001 -4.1735 -0.012 -0.006 0.065
C 2.1431 1.2832 -3.3056 0.026 0.044 -0.039
C 1.9483 1.0685 -1.9540 -0.196 0.102 0.492
C 1.7845 -0.2224 -1.4217 0.273 -0.683 -0.185
H -0.0013 -2.7083 0.8434 -0.057 0.089 0.138
H -0.4288 -2.0251 -0.5608 -0.024 0.145 0.072
H 0.6791 -4.7837 0.5803 -0.001 0.006 -0.003
H 2.0168 -6.4355 -0.6659 -0.018 0.008 0.011
H 3.3115 -5.7111 -2.6616 -0.001 -0.016 0.036
H 3.2489 -3.3755 -3.3730 0.006 -0.004 0.005
H 2.0343 -1.9209 -4.3607 -0.031 -0.003 0.003
H 2.2556 0.3556 -5.2391 0.034 0.001 0.006
H 2.2757 2.2915 -3.6760 -0.012 -0.009 -0.011
H 1.9344 1.9402 -1.3076 -0.122 -0.011 -0.048
C 0.4261 4.8334 -1.6798 -0.077 -0.069 -0.051
C -0.6049 4.3440 -2.7051 0.059 -0.065 0.086
C -1.0434 2.8982 -2.4608 -0.014 0.158 -0.078
C -1.6786 2.7032 -1.0611 0.344 -0.085 0.001
C -1.2596 3.8281 -0.1045 0.168 -0.045 0.016
C 0.2121 4.1626 -0.3174 -0.101 0.072 -0.047
P -1.4163 0.9676 -0.3721 -0.771 0.117 0.323
C -2.3943 1.0135 1.2184 0.297 -0.075 -0.120
C -2.5272 -0.3922 1.8168 -0.018 0.074 0.078
C -3.1782 -0.3023 3.1977 -0.086 -0.032 -0.063
C -4.5710 0.3722 3.1247 0.020 0.014 -0.111
C -4.9056 0.8430 1.7095 0.052 0.055 0.146
C -3.7828 1.7015 1.1211 -0.126 -0.065 0.024
C -2.6068 -0.0495 -1.4368 0.450 -0.168 -0.030
C -2.9760 0.4964 -2.8159 -0.238 -0.018 0.012
C -4.2127 -0.2606 -3.3592 0.000 -0.077 0.070
C -4.3832 -1.6584 -2.7549 0.112 -0.013 -0.106
C -3.0201 -2.3175 -2.5810 -0.117 0.053 0.033
C -2.1216 -1.4957 -1.6269 -0.241 0.090 -0.210
H 0.3296 5.9141 -1.5725 0.076 0.006 0.015
H 1.4433 4.6462 -2.0365 -0.010 0.011 0.011
H -0.2020 4.4254 -3.7149 -0.045 0.036 -0.007
H -1.4883 4.9840 -2.6791 -0.006 0.022 -0.017
H -0.1957 2.2289 -2.5899 0.102 -0.037 -0.039
H -1.7571 2.6353 -3.2381 0.128 -0.014 0.068
H -2.7648 2.7308 -1.1618 0.013 -0.045 0.017
H -1.4708 3.5830 0.9381 -0.020 -0.037 0.011
H -1.8554 4.7128 -0.3381 -0.082 -0.017 0.064
H 0.7643 3.2174 -0.2727 0.089 0.004 0.053
H 0.5864 4.8007 0.4817 0.044 -0.007 0.041
H -1.7658 1.5914 1.9059 -0.017 -0.005 0.011
H -1.5428 -0.8768 1.8854 -0.029 -0.049 0.022
H -3.1471 -1.0255 1.1793 0.068 -0.036 -0.075
H -2.5261 0.2790 3.8565 -0.008 -0.043 -0.008
H -3.2636 -1.3021 3.6268 0.043 0.020 0.041
H -4.5988 1.2298 3.7987 -0.023 -0.010 0.015
H -5.3433 -0.3161 3.4643 0.014 0.007 0.048
H -5.8202 1.4355 1.7288 -0.024 -0.039 -0.031
H -5.1125 -0.0185 1.0692 0.002 0.023 -0.055
H -3.7461 2.6423 1.6736 0.021 0.052 -0.077
H -4.0474 1.9541 0.0936 0.019 0.014 0.021
H -3.5175 -0.0494 -0.8313 0.036 -0.008 0.076
H -2.1212 0.3809 -3.4889 -0.025 0.017 -0.002
H -3.2259 1.5539 -2.7787 0.007 -0.113 -0.020
H -4.1142 -0.3478 -4.4416 -0.033 0.035 -0.008
H -5.1109 0.3277 -3.1698 0.004 0.021 -0.031
H -5.0018 -2.2647 -3.4152 -0.047 -0.011 0.062
H -4.9048 -1.6163 -1.7949 -0.012 0.020 0.004
H -2.5464 -2.3936 -3.5620 0.046 -0.006 0.025
H -3.1281 -3.3335 -2.2011 0.034 -0.011 -0.040
H -1.1209 -1.4393 -2.0779 0.064 -0.094 0.127
H -2.0913 -1.9946 -0.6511 -0.072 -0.021 -0.041


(2)
25
Properties=species:S:1:pos:R:3:forces:R:3 method="wB97M-V/def2-TZVPD" de_lowest_ev=6.751 largest_force_ha_per_bohr=0.094 homo_energy_ev=-11.62 charge=+1
C -1.6638 0.2309 1.4214 -3.384 -1.166 -0.419
C -3.0798 0.1068 1.4301 0.980 1.120 1.177
C -1.4320 0.0568 0.0677 2.752 -0.623 -2.258
C -2.5942 -0.1039 -0.7200 2.815 0.258 0.195
C 1.5888 1.2673 -0.4332 1.656 -0.975 -0.275
C 1.7516 0.6204 0.9986 0.802 -0.702 -3.005
C 1.0122 -0.0372 -0.1548 -4.155 1.402 0.841
C -2.9014 -0.3909 -2.1454 0.246 1.759 -0.379
C 3.1055 0.0760 1.4032 -2.015 1.563 1.201
N 1.5717 -1.2149 -0.8321 0.053 -1.160 4.707
O -3.5913 -0.0838 0.1308 -0.491 0.853 3.193
H -0.9739 0.1902 2.2553 -0.320 0.401 -0.146
H -3.7373 0.3867 2.3196 0.501 -0.891 -1.911
H 0.9769 2.0981 -0.5973 -1.133 1.017 0.237
H 2.3827 1.2950 -1.2235 -0.027 -0.129 1.164
H 1.2919 1.0711 1.8280 -1.290 0.577 0.494
H -3.5658 -1.1975 -2.1822 -0.370 -2.008 -0.100
H -3.5362 0.3217 -2.7383 0.900 0.309 1.020
H -1.9562 -0.5017 -2.6672 -0.174 -0.443 -0.266
H 2.9842 -0.2560 2.4363 0.496 -0.764 -0.358
H 3.7036 0.9511 1.4425 1.194 0.498 -0.053
H 3.4593 -0.5974 0.6843 1.227 -1.210 -0.421
H 1.7458 -1.0195 -1.7664 -0.735 -0.180 -2.758
H 0.8622 -2.0026 -0.4881 2.463 1.399 -1.687
H 2.5954 -1.2667 -0.4690 -1.989 -0.905 -0.193


(3)
111
Properties=species:S:1:pos:R:3:forces:R:3 method="wB97M-V/def2-TZVPD" de_lowest_ev=3.507 largest_force_ha_per_bohr=0.093 homo_energy_ev=-8.92 charge=-1
As 1.0163 -0.6177 0.6508 0.236 -0.223 -0.675
F 0.4013 -2.2490 0.9572 0.613 0.934 -0.260
F 0.0944 -0.4671 -0.8506 0.869 -0.387 0.476
F 1.6029 1.0773 0.3753 -0.465 -1.671 0.159
F 1.9553 -0.5915 2.1518 -0.826 -0.166 -0.778
F 2.4437 -1.4100 -0.2099 -1.780 1.422 0.982
F -0.4890 -0.0517 1.4447 1.341 0.160 -0.026
C -4.6256 -0.3739 3.4100 -0.070 0.583 0.238
C -4.4240 1.1575 3.3379 1.067 -2.965 0.651
C -2.8847 1.5071 3.2377 -1.535 -2.431 2.986
O -2.9225 2.5255 2.3655 1.678 2.688 -0.750
C -3.9912 2.4870 1.6145 -0.960 0.797 -3.507
O -4.0820 3.1490 0.5863 -0.535 -1.554 2.327
O -4.8540 1.5398 2.0844 -0.236 1.962 -2.399
H -4.0164 -0.8578 2.6466 0.173 0.051 0.150
H -5.6554 -0.6569 3.1919 -0.095 0.183 0.195
H -4.3593 -0.7345 4.4036 0.041 -0.144 -0.051
H -5.0690 1.6718 4.0503 0.620 0.204 0.502
H -2.2714 0.6914 2.8547 -0.249 -0.254 -0.200
H -2.4932 1.7383 4.2284 0.112 0.622 -0.143
C 2.8395 -2.8211 -3.0245 1.654 -1.807 -0.248
C 2.6382 -4.3673 -2.8045 -0.264 1.999 0.783
C 1.7269 -4.6407 -1.5988 -0.459 1.117 -1.766
O 0.8611 -5.5849 -2.2028 -1.152 -2.756 2.385
C 0.9523 -5.6793 -3.4989 -2.496 -1.513 -2.538
O 0.1326 -6.2720 -4.2240 2.660 1.669 2.018
O 2.0052 -4.9855 -3.9039 -0.236 0.451 -1.562
H 3.5234 -2.4755 -2.2492 -0.182 0.099 0.172
H 1.9720 -2.1614 -3.0396 -0.213 -0.584 0.016
H 3.4224 -2.7705 -3.9442 -0.225 0.481 -0.237
H 3.5209 -4.9959 -2.6879 0.641 0.861 0.194
H 0.9377 -3.9211 -1.3810 1.100 1.077 0.559
H 2.3913 -4.8503 -0.7605 -0.841 -0.940 0.284
C -0.4159 -2.2025 4.1543 1.539 -0.855 -0.192
C 0.7980 -2.9493 4.7876 -1.791 -0.415 -0.131
C 1.8675 -2.0918 5.3934 0.079 -0.528 0.320
O 1.7881 -2.4560 6.7970 2.652 3.342 -0.924
C 1.0039 -3.4372 6.9941 -2.458 -2.464 3.294
O 0.7909 -3.9054 8.1072 0.375 0.380 -1.897
O 0.3792 -3.8150 5.8892 -0.164 -0.030 -1.038
H 0.0584 -1.7844 3.2664 -0.577 -0.042 -0.305
H -0.8732 -1.3605 4.6738 0.237 -0.281 0.622
H -1.1533 -2.9641 3.9008 -0.088 0.281 -0.209
H 1.2591 -3.6187 4.0614 -0.426 0.080 -0.262
H 1.6597 -1.0388 5.2033 0.371 0.011 0.472
H 2.8267 -2.4275 4.9993 0.191 0.548 0.268
C -3.2615 -0.8035 -0.2388 -0.223 0.474 -0.852
C -4.6529 -0.2838 -0.7768 1.755 -0.394 1.476
C -4.6271 0.9225 -1.6609 2.200 1.016 -0.598
O -4.9471 0.4071 -2.9830 0.222 2.843 0.427
C -5.4804 -0.7606 -2.8278 -2.384 -1.908 -1.617
O -6.1667 -1.3488 -3.6293 0.957 0.443 0.372
O -5.2467 -1.2225 -1.6222 -0.416 -2.183 1.594
H -3.3358 -1.5598 0.5427 -0.245 0.018 -0.115
H -2.5811 -0.0245 0.1048 -0.502 0.471 0.438
H -2.6316 -1.1997 -1.0353 -0.387 -0.384 -0.347
H -5.2812 -0.0975 0.0942 -0.239 -0.205 -0.110
H -3.6186 1.3179 -1.7816 0.053 -0.055 0.167
H -5.1769 1.7605 -1.2325 -0.826 -0.151 -0.856
C -1.1516 2.8166 -1.1470 0.802 0.336 -0.194
C 0.1138 3.3146 -1.9522 -1.910 0.636 3.047
C 0.8063 2.2607 -2.7178 0.089 -0.656 -0.053
O 0.9005 2.8052 -4.0129 0.402 -0.567 -0.424
C 0.2852 3.9829 -4.0601 0.096 2.264 -2.063
O 0.2489 4.6526 -5.0696 -0.265 -0.840 1.468
O -0.2014 4.3689 -2.8590 0.084 -0.884 -0.657
H -2.0295 2.6534 -1.7722 0.218 0.144 -0.293
H -1.4592 3.4704 -0.3309 0.064 0.444 -0.317
H -0.9348 1.8769 -0.6390 0.296 -0.215 -0.231
H 0.8681 3.6993 -1.2658 -0.417 0.386 0.365
H 0.2347 1.3331 -2.7499 0.371 -0.171 0.028
H 1.7769 2.1932 -2.2264 0.182 -0.864 -0.653
C -1.1679 -2.6704 -3.5499 0.139 0.854 0.706
C -0.9011 -1.5570 -4.5911 0.217 -2.015 -0.404
C 0.2813 -1.8384 -5.5381 -0.139 0.950 0.134
O -0.2324 -1.4898 -6.8268 0.467 -0.236 -0.782
C -1.5585 -1.3318 -6.8052 -1.262 0.551 -1.047
O -2.2630 -1.0337 -7.7563 1.579 -0.808 2.088
O -1.9842 -1.5458 -5.5413 -0.842 0.675 0.478
H -0.9103 -3.6905 -3.8347 -0.168 0.153 -0.491
H -2.1813 -2.6440 -3.1494 -0.334 -0.021 -0.634
H -0.6337 -2.4608 -2.6232 0.607 0.164 -0.062
H -0.6935 -0.5945 -4.1235 -0.825 0.192 0.016
H 0.6334 -2.8696 -5.5131 0.080 0.090 -0.130
H 1.0450 -1.0806 -5.3628 0.472 -0.578 0.155
C 4.8524 1.1825 -0.8900 1.223 0.197 -0.021
C 5.3939 1.6629 0.4631 -2.381 -1.260 -0.522
C 4.8192 0.8494 1.6749 0.711 0.796 -1.698
O 6.0218 0.5141 2.3816 -0.096 0.360 0.313
C 7.1393 0.9079 1.6738 -0.268 -2.006 0.929
O 8.2513 0.5928 1.9633 -0.127 0.419 0.420
O 6.8053 1.4873 0.5511 -0.828 1.668 -1.157
H 5.2974 1.8223 -1.6520 -0.178 0.173 -0.154
H 3.7673 1.2758 -0.9354 0.083 -0.204 0.129
H 5.2141 0.1842 -1.1364 -0.371 -0.238 0.219
H 4.9561 2.6589 0.5298 1.297 0.648 0.364
H 4.2561 -0.0120 1.3156 0.428 -0.362 0.292
H 4.0994 1.5059 2.1638 0.440 -0.212 0.857
C 0.9941 2.7720 3.1688 -0.074 0.701 -1.325
C 0.3857 3.6557 2.0002 -0.364 -0.539 1.538
C -0.6291 4.7385 2.4517 -0.783 -1.683 1.026
O -0.3824 5.8687 1.6595 0.095 -0.089 -0.134
C 0.8011 5.7354 1.0454 0.699 -0.996 0.225
O 1.3012 6.5842 0.3818 0.174 -0.806 0.229
O 1.3534 4.4441 1.3364 -0.048 1.993 -0.832
H 1.5093 1.8977 2.7709 0.076 0.174 -0.301
H 0.2156 2.3391 3.7970 -0.187 0.419 0.127
H 1.7221 3.3521 3.7358 -0.241 0.078 0.217
H -0.0760 2.9682 1.2915 0.035 0.102 -0.105
H -0.5933 4.9647 3.5174 0.752 0.378 0.114
H -1.6483 4.3615 2.3666 0.038 0.326 -0.734


Number 1: LUMO level -0.365 hartree, Kohn-Sham gap 6.3346 eV, DFT total energy -88023.4016 eV. Number 2: LUMO level -0.149 hartree, Kohn-Sham gap 7.5693 eV, DFT total energy -13083.9568 eV. Number 3: LUMO level 0.053 hartree, Kohn-Sham gap 10.3581 eV, DFT total energy -160252.6576 eV.